Record 1
C18H12ClInN5O11S as an isolated structure. Source: OMol25; level of theory: wB97M-V/def2-TZVPD.

Each line ends with the Mulliken charge.
Positions of all 49 atoms, in Å:
1 In -0.4549 -0.4543 0.3202  1.57
2 C -0.3777 3.5995 0.9355  -1.21
3 C -1.0147 2.6239 1.8631  0.22
4 N -1.2135 1.3381 1.6482  -0.01
5 C -1.7808 0.8248 2.7909  0.26
6 C -1.9720 1.8232 3.6957  -0.11
7 N -1.4956 2.9509 3.0803  -0.02
8 C -2.5346 1.9331 5.0628  0.54
9 O -2.9316 0.8216 5.6272  -0.56
10 O -2.5868 3.0257 5.5924  -0.66
11 C -1.9998 -0.6463 2.9154  0.83
12 O -2.6180 -1.0613 3.9128  -0.88
13 O -1.5283 -1.3633 1.9851  -0.63
14 H 0.5704 3.2062 0.5771  0.22
15 H -0.2009 4.5496 1.4406  0.39
16 H -1.0101 3.7705 0.0646  0.21
17 H -1.4805 3.8501 3.5340  0.23
18 H -2.7372 0.0205 5.0153  0.46
19 O -2.5511 -0.5061 -0.4208  -0.69
20 N -2.8787 0.0426 -1.5760  0.34
21 C -4.1455 -0.1833 -1.9965  -0.21
22 C -4.6093 0.3146 -3.1794  -0.76
23 C -3.7428 1.0716 -3.9698  -0.12
24 C -2.4606 1.2897 -3.5344  -0.92
25 C -1.9935 0.7742 -2.3120  0.76
26 S -0.3814 1.0400 -1.7738  -0.40
27 H -4.7218 -0.7906 -1.3181  0.45
28 H -5.6262 0.1036 -3.4776  0.39
29 H -4.0717 1.4752 -4.9193  0.38
30 H -1.7546 1.8586 -4.1230  0.40
31 O 0.7386 -4.2793 -1.0962  -0.69
32 C 0.8771 -3.0731 -0.9724  0.07
33 O -0.0626 -2.2093 -0.8020  -0.61
34 C 2.2898 -2.5301 -1.0335  0.36
35 C 3.3397 -3.3571 -0.6641  -0.59
36 C 4.6257 -2.8560 -0.6801  -0.04
37 C 4.9262 -1.5752 -1.0917  -0.43
38 C 3.8624 -0.7925 -1.4786  0.14
39 C 2.5544 -1.2368 -1.4480  -0.41
40 N 4.1378 0.5947 -1.9196  1.06
41 O 5.3015 0.9247 -2.0555  -0.65
42 O 3.1862 1.3162 -2.1320  -0.60
43 N 5.7415 -3.7262 -0.2365  1.05
44 O 6.8741 -3.2970 -0.3519  -0.63
45 O 5.4647 -4.8378 0.1620  -0.62
46 H 3.1374 -4.3699 -0.3481  0.56
47 H 5.9382 -1.2039 -1.1007  0.58
48 H 1.7513 -0.5717 -1.7371  0.55
49 Cl 1.6197 -0.2225 1.5255  -0.54

Properties
energy: -2843.2000 hartree
Kohn-Sham gap: 7.9 eV
HOMO level: -6.3 eV
energy above the lowest of the compared OMol25 structures with the same formula, charge and spin: 0.0 kcal per mole
LUMO: 1.56 eV
net charge: -1

***

Record 2
C18H12Co2NO6 as an isolated structure at a distorted geometry. Source: OMol25; level of theory: wB97M-V/def2-TZVPD.

Each line ends with the Mulliken charge.
Positions of all 39 atoms, in Å:
1 C -3.4994 2.6912 1.9005  -1.36
2 C -2.0207 2.8412 1.7256  0.98
3 C -1.2579 1.7047 1.4150  -0.82
4 C 0.1219 1.8297 1.2969  0.21
5 C 0.7296 3.0636 1.4935  -0.52
6 N 2.0843 2.9466 1.1124  0.00
7 C 2.3704 1.7185 0.6920  -1.06
8 C 1.1187 0.8810 0.6515  0.85
9 C -0.0026 4.2184 1.7523  -0.88
10 C -1.3900 4.0904 1.8701  -0.71
11 H -3.9912 3.6664 1.9548  0.35
12 H -3.9330 2.1203 1.0703  0.32
13 H -3.7296 2.1417 2.8225  0.29
14 H -1.7295 0.7294 1.2577  0.42
15 H 2.7562 3.7052 1.1711  0.24
16 H 3.3606 1.4119 0.3732  0.48
17 H 1.2212 -0.0455 1.2325  0.47
18 H 0.5055 5.1809 1.8266  0.32
19 H -2.0102 4.9651 2.0754  0.30
20 O -3.3094 -3.2939 -0.3408  -0.41
21 C -2.2127 -3.4131 -0.6813  0.39
22 Co -0.5596 -3.6272 -1.2174  0.10
23 C 0.2242 -4.0737 0.3068  0.01
24 O 0.7455 -4.4281 1.2754  -0.36
25 C -0.9918 -5.1347 -2.0230  0.25
26 O -1.2363 -6.1184 -2.5758  -0.40
27 C -0.3838 -1.6723 -1.5541  -1.75
28 C 0.5512 -0.7882 -1.1395  1.73
29 C 0.7041 0.6057 -0.7887  -0.62
30 Co 1.3544 -2.2083 -1.8501  -0.12
31 C 2.4492 -2.3122 -0.4797  0.09
32 O 3.1846 -2.3545 0.4140  -0.39
33 C 2.3616 -1.6556 -3.2127  -0.02
34 O 3.0262 -1.3565 -4.1100  -0.39
35 C 1.4650 -3.9820 -2.3224  0.22
36 O 1.9995 -4.8986 -2.8044  -0.43
37 H -1.2884 -1.3477 -2.0971  0.47
38 H 1.4510 1.0609 -1.4730  0.29
39 H -0.2387 1.1379 -1.0197  0.44

Properties
energy: -3964.6872 hartree
Kohn-Sham gap: 3.0 eV
HOMO level: -1.1 eV
energy above the lowest of the compared OMol25 structures with the same formula, charge and spin: 0.0 kcal per mole
LUMO: 1.86 eV
net charge: -1

***

Record 3
One molecule with the formula C18H13N3OS3 at a distorted geometry. Source: OMol25; level of theory: wB97M-V/def2-TZVPD.

Each line ends with the Mulliken charge.
Positions of all 38 atoms, in Å:
1 O 2.4377 -1.3616 -1.7802  -0.79
2 C 2.8324 -1.6392 -0.6581  0.73
3 N 2.1873 -1.2180 0.4763  -0.15
4 C 1.0157 -0.4799 0.5805  0.11
5 S 0.4778 -0.1047 2.0811  -0.39
6 N 0.4383 -0.1398 -0.5953  -0.07
7 C -0.7209 0.5555 -0.7508  0.53
8 N -1.5116 0.9532 0.1707  -0.37
9 C -2.5831 1.6255 -0.3264  -0.22
10 C -2.6081 1.7535 -1.6899  0.42
11 S -1.2241 0.9816 -2.3995  -0.33
12 C -3.6304 2.4978 -2.4549  -0.60
13 S -5.2757 2.2617 -1.6866  -0.20
14 C -4.8832 2.4683 0.0273  0.25
15 C -5.8882 2.9067 0.8770  -0.56
16 C -5.6462 3.0283 2.2335  -0.48
17 C -4.3993 2.7109 2.7505  -0.63
18 C -3.3976 2.2655 1.9104  -0.52
19 C -3.6259 2.1352 0.5430  0.30
20 C 4.0575 -2.4377 -0.4226  0.51
21 C 4.2515 -3.2166 0.7170  -0.44
22 C 5.4157 -3.9486 0.8609  -0.68
23 C 6.3941 -3.9084 -0.1199  -0.37
24 C 6.2008 -3.1465 -1.2610  -0.53
25 C 5.0354 -2.4212 -1.4160  -0.44
26 H 2.5958 -1.4343 1.3771  0.28
27 H 0.9506 -0.4460 -1.4348  0.32
28 H -3.7219 2.1372 -3.4787  0.44
29 H -3.4178 3.5721 -2.4714  0.29
30 H -6.8565 3.1459 0.4647  0.40
31 H -6.4344 3.3725 2.8861  0.37
32 H -4.2113 2.8049 3.8092  0.38
33 H -2.4236 1.9979 2.2893  0.50
34 H 3.4880 -3.2881 1.4784  0.37
35 H 5.5592 -4.5561 1.7417  0.39
36 H 7.3027 -4.4783 0.0027  0.38
37 H 6.9570 -3.1215 -2.0307  0.39
38 H 4.8625 -1.8276 -2.3008  0.41

Properties
energy: -2127.8551 hartree
Kohn-Sham gap: 7.5 eV
HOMO level: -7.8 eV
SMILES string: O=C(NC(=S)Nc1nc2c(s1)CSc1ccccc1-2)c1ccccc1
LUMO: -0.30 eV

***

Record 4
C18H14AsCdPS4 as an isolated structure. Source: OMol25; level of theory: wB97M-V/def2-TZVPD.

Each line ends with the Mulliken charge.
Positions of all 39 atoms, in Å:
1 Cd 1.5463 -0.8030 -0.3687  0.37
2 C 0.2486 5.9616 3.7305  -0.40
3 C 0.8423 4.8326 4.2759  -0.66
4 C 0.9270 3.6582 3.5403  -0.12
5 C 0.4125 3.5895 2.2462  0.13
6 C -0.1997 4.7296 1.7190  -0.17
7 C -0.2716 5.9059 2.4442  -0.51
8 P 0.4391 2.0788 1.1928  -0.16
9 C 1.0585 0.8084 2.3508  0.03
10 C 0.1552 -0.1564 2.7928  -0.53
11 C 0.5673 -1.1802 3.6325  -0.45
12 C 1.8874 -1.2450 4.0389  -0.34
13 C 2.7987 -0.2920 3.6037  -0.78
14 C 2.3914 0.7227 2.7567  0.31
15 C 1.8989 2.3634 0.1202  1.26
16 C 2.5206 3.6019 -0.0180  -0.21
17 C 3.5239 3.7775 -0.9608  -0.49
18 C 3.8959 2.7102 -1.7644  -0.56
19 C 3.2800 1.4744 -1.6056  -0.03
20 C 2.2714 1.2537 -0.6611  -1.42
21 H 0.1846 6.8782 4.3048  0.35
22 H 1.2455 4.8624 5.2814  0.36
23 H 1.3940 2.7852 3.9762  0.35
24 H -0.6230 4.6867 0.7212  0.35
25 H -0.7441 6.7787 2.0089  0.37
26 H -0.8648 -0.1392 2.4261  0.34
27 H -0.1269 -1.9634 3.9058  0.36
28 H 2.2237 -2.0759 4.6453  0.33
29 H 3.8415 -0.3727 3.8850  0.35
30 H 3.1128 1.4372 2.3770  0.44
31 H 2.2257 4.4392 0.6044  0.29
32 H 4.0068 4.7429 -1.0658  0.36
33 H 4.6736 2.8345 -2.5115  0.33
34 H 3.6100 0.6533 -2.2353  0.36
35 S 1.6915 -5.1832 -1.6584  -0.68
36 As 0.9027 -3.9364 -0.1244  0.45
37 S -0.2913 -2.2668 -1.0704  -0.66
38 S 2.5590 -2.7265 0.8084  -0.63
39 S -0.2387 -4.8844 1.4034  -0.69

Properties
energy: -5032.0639 hartree
Kohn-Sham gap: 5.0 eV
HOMO level: -0.9 eV
energy above the lowest of the compared OMol25 structures with the same formula, charge and spin: 0.0 kcal per mole
LUMO: 4.07 eV
net charge: -2

***

Record 5
C18H14BF4FeN5S5 as an isolated structure. Source: OMol25; level of theory: wB97M-V/def2-TZVPD.

Each line ends with the Mulliken charge.
Positions of all 48 atoms, in Å:
1 Fe 0.9269 0.3420 0.5118  0.11
2 S -2.6163 3.6766 6.0579  -0.50
3 C -1.9517 2.8719 4.7313  -0.09
4 S -1.8201 3.6341 3.1373  -0.15
5 C -0.9679 2.3149 2.3380  -0.32
6 C -0.5849 1.2468 3.1687  0.46
7 S 0.1097 -0.1958 2.6231  -0.29
8 S -0.8620 1.4860 4.8831  -0.16
9 S -0.6307 2.4079 0.6782  -0.29
10 F 1.7613 0.8715 -1.2964  -0.42
11 B 3.0363 0.2252 -1.5904  0.67
12 F 4.0022 1.2070 -1.7403  -0.39
13 F 3.3198 -0.6129 -0.5059  -0.39
14 F 2.8910 -0.5109 -2.7529  -0.40
15 N 0.0153 -1.0356 -0.3001  -0.19
16 C -0.6456 -1.7028 -1.1234  -0.49
17 C -1.8543 -1.1405 -1.8250  0.45
18 C -2.6162 -0.1728 -1.1726  -0.40
19 C -3.7045 0.4114 -1.7978  -0.72
20 C -4.0490 0.0424 -3.0927  -0.34
21 C -3.2928 -0.9146 -3.7544  -0.69
22 C -2.2069 -1.5046 -3.1227  -0.08
23 C -0.2733 -3.1259 -1.4423  0.38
24 C -1.2272 -4.1175 -1.6584  -0.12
25 C -0.8445 -5.4313 -1.8903  -0.72
26 C 0.5011 -5.7670 -1.9259  -0.35
27 C 1.4594 -4.7808 -1.7168  -0.68
28 C 1.0777 -3.4729 -1.4700  -0.23
29 H -2.3175 0.1271 -0.1766  0.52
30 H -4.2784 1.1665 -1.2756  0.40
31 H -4.8973 0.5035 -3.5850  0.35
32 H -3.5434 -1.1972 -4.7707  0.36
33 H -1.6146 -2.2452 -3.6469  0.47
34 H -2.2791 -3.8579 -1.6364  0.48
35 H -1.5997 -6.1945 -2.0418  0.36
36 H 0.8025 -6.7910 -2.1130  0.35
37 H 2.5124 -5.0338 -1.7467  0.38
38 H 1.8107 -2.6969 -1.2883  0.33
39 N 3.4553 5.1291 3.7591  -0.45
40 C 2.8714 4.1920 2.9505  0.55
41 N 1.5497 4.2454 2.7852  -0.24
42 N 3.6640 3.2815 2.4012  -0.76
43 C 3.0019 2.2714 1.8834  0.65
44 N 2.3995 1.4000 1.4245  -0.10
45 H 3.0239 6.0369 3.7978  0.25
46 H 4.4609 5.1130 3.7368  0.28
47 H 0.9378 4.7210 3.4304  0.22
48 H 1.0872 3.5770 2.1610  -0.04

Properties
energy: -4647.3990 hartree
Kohn-Sham gap (alpha / beta): 4.2 / 6.1 eV
HOMO level (alpha / beta): 0.1 / -2.2 eV
energy above the lowest of the compared OMol25 structures with the same formula, charge and spin: 10.7 kcal per mole
2S+1: 5
LUMO (alpha / beta): 4.31 / 3.81 eV
net charge: -2

***

Record 6
One molecule with the formula C18H14BF6NO3S at a distorted geometry. Source: OMol25; level of theory: wB97M-V/def2-TZVPD.

Each line ends with the Mulliken charge.
Positions of all 44 atoms, in Å:
1 O 1.3709 3.8672 3.2327  -0.54
2 B 1.7316 2.7433 2.5252  0.88
3 O 2.4580 1.7786 3.1560  -0.86
4 C 1.2860 2.5272 1.0532  0.20
5 C 0.0379 2.1156 0.7526  -0.78
6 C -0.1951 2.0315 -0.6467  0.02
7 C -1.3317 1.4944 -1.2539  -0.20
8 C -1.3471 1.3071 -2.6307  0.59
9 C -2.4411 0.5052 -3.2136  -1.27
10 N -2.9106 -0.5689 -2.3475  -0.27
11 C -2.0387 -1.3323 -1.5682  -0.11
12 C -2.3790 -1.5322 -0.2190  -0.64
13 C -1.4328 -1.8616 0.7388  -0.31
14 C -0.1150 -2.1142 0.3976  -0.24
15 C 1.0189 -2.2548 1.4073  1.04
16 O 2.0401 -3.1252 0.9132  -0.70
17 C 1.6559 -0.8584 1.5914  0.81
18 F 2.8145 -0.9584 2.2642  -0.38
19 F 0.7716 -0.0477 2.1847  -0.26
20 F 1.9072 -0.3850 0.3931  -0.22
21 C 0.5723 -2.7882 2.8100  0.44
22 F -0.0551 -1.8435 3.5169  -0.19
23 F 1.6614 -3.1902 3.4769  -0.30
24 F -0.2332 -3.8205 2.6055  -0.26
25 C 0.1929 -2.0409 -0.9564  -0.70
26 C -0.7135 -1.6114 -1.9089  -0.40
27 C -0.2679 1.6879 -3.4288  -0.75
28 C 0.8499 2.2568 -2.8442  -0.57
29 C 0.9104 2.3419 -1.4551  0.33
30 S 2.2185 2.8102 -0.3976  -0.36
31 H 1.6772 3.8913 4.1635  0.31
32 H 2.4712 0.8203 2.9497  0.50
33 H -0.7141 1.8675 1.4950  0.36
34 H -2.1577 1.1943 -0.6562  0.56
35 H -3.2483 1.1814 -3.5194  0.43
36 H -2.1117 0.0265 -4.1440  0.43
37 H -3.7991 -0.3273 -1.9024  0.36
38 H -3.4029 -1.3113 0.0886  0.30
39 H -1.6604 -1.7858 1.7849  0.43
40 H 2.7096 -3.2715 1.5959  0.47
41 H 1.2213 -2.1979 -1.1879  0.49
42 H -0.3548 -1.3457 -2.8848  0.49
43 H -0.4043 1.6801 -4.4916  0.46
44 H 1.7370 2.4448 -3.4399  0.39

Properties
energy: -1997.1640 hartree
Kohn-Sham gap: 8.7 eV
HOMO level: -8.1 eV
energy above the lowest of the compared OMol25 structures with the same formula, charge and spin: 5.5 kcal per mole
SMILES string: OB(O)c1cc2cc(CNc3ccc(C(O)(C(F)(F)F)C(F)(F)F)cc3)ccc2s1
LUMO: 0.56 eV

***

Which of these has the lowest energy? C18H14AsCdPS4